(1)
This record from OMol25 describes a structure of composition C14H8F6N2OPRuS. The level of theory is wB97M-V/def2-TZVPD.

Element x y z (Å)
1 Ru -1.18407 -0.00149 1.40547
2 O -0.96731 2.12041 1.17779
3 N -0.02777 2.04501 2.18669
4 C 0.58686 3.32483 2.49186
5 C 1.29231 3.67672 3.55823
6 C 1.52443 1.35818 4.75320
7 C 2.40547 0.69588 3.71913
8 C 2.04003 0.39477 2.43801
9 S 3.07094 -0.25410 1.25792
10 H 0.36292 4.00938 1.68496
11 H 1.61382 4.71274 3.54309
12 H 1.80912 0.97946 5.73974
13 H 3.43463 0.51762 4.01439
14 N 0.55523 4.26349 9.31400
15 C 0.55583 3.75512 8.28572
16 C 0.56378 3.09030 7.01148
17 C 1.41672 3.54641 6.03216
18 C 1.78032 2.87942 4.75942
19 C 0.03978 1.23040 4.56690
20 C -0.85548 1.55390 5.53277
21 C -0.52678 2.23081 6.72926
22 C -0.35300 0.95247 3.18351
23 C 0.62748 0.73152 2.21537
24 H 1.89343 4.50792 6.21334
25 H 2.87910 2.99364 4.72599
26 H -1.90557 1.33590 5.37938
27 H -1.31028 2.25342 7.48323
28 F -0.84139 -1.12595 -0.03155
29 P -3.75679 -2.16863 1.70165
30 F -2.98110 -1.05535 2.72044
31 F -4.42365 -3.12374 0.68790
32 F -3.75503 -0.99161 0.68283
33 F -4.86496 -2.28799 2.73499
34 F -2.49664 -3.03881 1.82396

Computed properties:
E_HOMO (alpha / beta) = -15.942 / -15.592 eV
Lowest unoccupied orbital energy (alpha / beta) = -10.278 / -10.294 eV
ΔE to the lowest compared entry with this formula, charge and spin = 551.0 kJ/mol
Multiplicity = 6
Charge = +2
Energy = -2155.8002 Eh
Kohn-Sham gap (alpha / beta) = 5.6641 / 5.2986 eV


(2)
This record from OMol25 describes a structure of composition C14H8NO5Rb at a distorted geometry. The level of theory is wB97M-V/def2-TZVPD.

Element x y z (Å)
1 Rb 11.44138 -10.42137 18.24836
2 N 11.67475 -9.43863 23.87015
3 O 11.56591 -8.23779 23.90787
4 O 12.64059 -10.01720 24.36284
5 O 11.06607 -10.05014 23.05157
6 C 12.59131 -7.78032 9.77401
7 C 12.84509 -7.94231 8.45146
8 C 12.91660 -9.19851 7.91539
9 C 12.96917 -10.35414 8.71854
10 C 12.87647 -10.21000 10.08709
11 C 12.59882 -8.86496 10.60090
12 C 13.09173 -11.38546 11.11105
13 O 13.16627 -11.27083 12.34336
14 C 13.78501 -12.56986 10.43197
15 C 14.51597 -13.46994 11.21219
16 C 15.11560 -14.61936 10.64826
17 C 15.02641 -14.76652 9.30113
18 C 14.33881 -13.97071 8.50087
19 C 13.75387 -12.77456 9.03718
20 C 13.24691 -11.77133 8.10182
21 O 13.09805 -11.99155 6.89413
22 H 12.42354 -6.85844 10.31103
23 H 12.91761 -7.11322 7.76316
24 H 12.84676 -9.33348 6.84613
25 H 12.36917 -8.62788 11.62922
26 H 14.55209 -13.43102 12.29089
27 H 15.57176 -15.40659 11.23014
28 H 15.52554 -15.63722 8.90220
29 H 14.34141 -14.12496 7.43194

Computed properties:
E_HOMO = -6.063 eV
Lowest unoccupied orbital energy = -2.066 eV
ΔE to the lowest compared entry with this formula, charge and spin = 393.9 kJ/mol
Charge = 0
Energy = -993.1292 Eh
Kohn-Sham gap = 3.9963 eV


(3)
This record from OMol25 describes a structure of composition C14H8NO5Rb at a distorted geometry. The level of theory is wB97M-V/def2-TZVPD.

Element x y z (Å)
1 Rb 12.24396 9.66958 6.19832
2 N 13.89270 12.10247 3.74240
3 O 14.65703 12.37136 2.87880
4 O 13.61222 12.88827 4.61971
5 O 13.62442 10.92461 4.04672
6 C 7.37606 10.70071 3.04312
7 C 6.41976 10.24165 2.14116
8 C 6.51330 8.89621 1.73046
9 C 7.47571 8.01640 2.30293
10 C 8.35453 8.52094 3.23133
11 C 8.33261 9.88375 3.54814
12 C 9.41740 7.69702 3.86642
13 O 10.16327 8.15700 4.78095
14 C 9.74720 6.34229 3.12335
15 C 10.98430 5.71026 3.46292
16 C 11.20969 4.42007 2.90634
17 C 10.30139 3.84584 2.06554
18 C 9.05640 4.45213 1.66304
19 C 8.86418 5.76772 2.21136
20 C 7.71696 6.61174 1.66261
21 O 7.09881 6.23181 0.60907
22 H 7.51620 11.71689 3.38097
23 H 5.72048 10.89572 1.64157
24 H 5.98230 8.44869 0.90331
25 H 8.96574 10.28011 4.32816
26 H 11.70414 6.04162 4.19671
27 H 12.08110 3.79805 3.04827
28 H 10.61286 2.85000 1.78678
29 H 8.53301 3.90730 0.89128

Computed properties:
E_HOMO = -7.410 eV
Lowest unoccupied orbital energy = -1.784 eV
ΔE to the lowest compared entry with this formula, charge and spin = 210.5 kJ/mol
Charge = 0
Energy = -993.1991 Eh
Kohn-Sham gap = 5.6264 eV


(4)
This record from OMol25 describes a structure of composition C14H9BeN3O4 at a distorted geometry. The level of theory is wB97M-V/def2-TZVPD.

Element x y z (Å)
1 Be 0.20406 -0.46145 -0.73929
2 O 2.52656 -1.21270 -3.45083
3 C 1.61997 -0.80797 -2.75175
4 O 1.51330 -1.03365 -1.40849
5 C 0.40107 -0.09392 -3.28866
6 C -0.12076 0.05580 -4.57076
7 C -1.43496 0.48558 -4.68998
8 C -2.31005 0.51029 -3.57486
9 C -1.68511 0.39197 -2.32610
10 N -0.33316 0.35473 -2.24418
11 C -2.20963 -0.07584 -0.97999
12 O -3.37769 0.09940 -0.60163
13 O -1.31501 -0.80708 -0.33134
14 H 0.50649 -0.23944 -5.42262
15 H -1.71363 0.82909 -5.67034
16 H -3.39420 0.49626 -3.74836
17 N 2.54773 0.49100 2.25446
18 C 2.17977 0.35993 0.95552
19 N 0.88809 0.10415 0.81968
20 C 0.37256 0.00432 2.17580
21 C -0.93905 -0.20786 2.66444
22 C -1.04884 -0.24869 4.06853
23 C 0.00956 -0.02732 4.94122
24 C 1.24943 0.29380 4.47487
25 C 1.43774 0.33750 3.06434
26 H 3.44995 0.82416 2.55109
27 H 2.82473 0.43627 0.09192
28 H -1.72353 -0.53483 2.04638
29 H -1.99539 -0.47570 4.54776
30 H -0.17450 -0.24226 6.00347
31 H 2.04454 0.39447 5.13970

Computed properties:
E_HOMO = -9.257 eV
Lowest unoccupied orbital energy = -0.644 eV
Charge = 0
Energy = -1019.0726 Eh
Kohn-Sham gap = 8.6135 eV


(5)
This record from OMol25 describes a structure of composition C14H9BrF6GaN3O4S2. The level of theory is wB97M-V/def2-TZVPD.

Element x y z (Å)
1 Ga -0.18094 -0.36818 -0.10282
2 Br 5.90282 -4.70417 0.03963
3 C 4.62879 -3.34446 0.02298
4 C 4.87145 -2.18088 -0.70053
5 C 3.92843 -1.17101 -0.71201
6 C 2.74320 -1.33401 -0.00618
7 C 2.49321 -2.49766 0.70611
8 C 3.44181 -3.50330 0.72781
9 N 1.78352 -0.25938 0.03428
10 C 2.15998 0.95786 0.14457
11 C 1.14814 2.01731 0.21743
12 C 1.46199 3.34852 0.30409
13 C 0.41548 4.27238 0.35919
14 C -0.88970 3.81988 0.31837
15 C -1.13471 2.45630 0.23526
16 N -0.12953 1.57480 0.19843
17 H 5.78916 -2.07370 -1.26150
18 H 4.10616 -0.28973 -1.31809
19 H 1.59276 -2.60575 1.29548
20 H 3.26578 -4.40586 1.29625
21 H 3.21128 1.21345 0.24105
22 H 2.49704 3.66320 0.32347
23 H 0.62721 5.33150 0.42693
24 H -1.72473 4.50553 0.34868
25 H -2.14137 2.07005 0.20106
26 F -4.36083 0.68181 -0.14497
27 C -3.68944 -0.39266 0.18760
28 F -2.69674 -0.04530 1.04960
29 F -4.44437 -1.29354 0.74699
30 S -2.86992 -1.08925 -1.33321
31 O -1.55971 -0.31590 -1.40032
32 O -3.71255 -0.87156 -2.43794
33 N -2.61110 -2.58490 -0.98309
34 S -1.36358 -3.14404 -0.23905
35 O -1.58452 -4.31344 0.51036
36 O -0.67515 -2.03816 0.57072
37 C -0.13849 -3.50561 -1.60197
38 F -0.77519 -3.89039 -2.67301
39 F 0.50516 -2.34160 -1.87078
40 F 0.71511 -4.40105 -1.18827

Computed properties:
E_HOMO = -14.625 eV
Lowest unoccupied orbital energy = -8.813 eV
Charge = +2
Energy = -6897.9187 Eh
Kohn-Sham gap = 5.8122 eV


(6)
This record from OMol25 describes a structure of composition C15H10Br3ClIrNO10 at a distorted geometry. The level of theory is wB97M-V/def2-TZVPD.

Element x y z (Å)
1 Ir -2.08005 1.03486 1.36673
2 Br 1.09490 3.71119 2.42329
3 C -0.76945 4.07754 2.61553
4 Br -1.74766 2.61640 3.46944
5 H -1.21157 4.19579 1.63520
6 H -0.90246 4.93288 3.26307
7 O -3.94041 0.34236 -0.03733
8 Cl -4.57513 0.34631 1.28534
9 O -4.39778 1.70540 1.82148
10 O -5.92136 -0.06197 1.25781
11 O -3.71447 -0.51369 2.15034
12 O -1.66368 3.13515 -1.82740
13 C -1.14965 2.34874 -1.08444
14 O -1.34554 2.40901 0.25224
15 C -0.15027 1.35871 -1.58376
16 C 1.13864 1.36067 -1.05931
17 C 2.09045 0.47562 -1.54565
18 C 1.75127 -0.43439 -2.53383
19 C 0.46300 -0.41548 -3.03319
20 C -0.49620 0.47775 -2.59619
21 N 0.10502 -1.37507 -4.10251
22 O -1.00500 -1.29421 -4.58299
23 O 0.94611 -2.18913 -4.43033
24 H 1.40064 2.06084 -0.27489
25 H 3.09774 0.49141 -1.14883
26 H 2.46233 -1.14597 -2.92720
27 H -1.48433 0.47115 -3.03333
28 Br 2.78003 0.00578 2.79801
29 C 2.24123 -1.45405 1.72698
30 C 3.16830 -2.47457 1.57456
31 C 2.85915 -3.59053 0.81229
32 C 1.62911 -3.68759 0.18026
33 C 0.71314 -2.66399 0.32087
34 C 1.00030 -1.53696 1.09472
35 C -0.07399 -0.52134 1.17840
36 O -0.06165 0.48136 1.93865
37 O -1.09949 -0.63817 0.43885
38 H 4.13201 -2.38784 2.05682
39 H 3.58809 -4.38453 0.71468
40 H 1.38295 -4.55652 -0.41456
41 H -0.25427 -2.71291 -0.15980

Computed properties:
E_HOMO (alpha / beta) = -9.848 / -9.869 eV
Lowest unoccupied orbital energy (alpha / beta) = -2.180 / -2.243 eV
ΔE to the lowest compared entry with this formula, charge and spin = 57.6 kJ/mol
Charge = 0
Energy = -9670.8814 Eh
Kohn-Sham gap (alpha / beta) = 7.6680 / 7.6265 eV